ORCA calculation (ωB97M-V/def2-TZVPD) on a cluster of 5 separate species, C24H30N6P in total at a distorted geometry.

Output
Strongest force on any atom = 0.079 Eh/bohr
Net charge = +1
Gap between HOMO and LUMO = 5.2 eV
LUMO energy = -5.490 eV
Total energy = -1601.99164 Ha
HOMO = -0.392 hartree

Last columns: bonded neighbours and bond lengths (Å).
Geometry (Å):
1 N -1.3560 -1.8011 -0.6709  P2 1.621, H8 1.060
2 P -2.6153 -2.4912 -1.4237  N1 1.621, C3 1.937, H9 1.435, H10 1.463
3 C -4.2724 -1.9618 -0.5712  P2 1.937, C4 1.656, N7 1.543, H11 1.173
4 C -5.5448 -2.8421 -1.1629  C3 1.656, C5 1.654, H12 1.171, H13 1.177
5 C -6.6966 -1.6930 -1.4616  C4 1.654, C6 1.640, H14 1.177, H15 1.172
6 C -5.7418 -0.4101 -1.8234  C5 1.640, N7 1.373, H16 1.171
7 N -4.4900 -0.6190 -1.2997  C3 1.543, C6 1.373, H17 1.049
8 H -0.8610 -1.1360 -1.3315  N1 1.060
9 H -2.6754 -2.0202 -2.7778  P2 1.435
10 H -2.4198 -3.9406 -1.4121  P2 1.463
11 H -4.1472 -1.8782 0.5921  C3 1.173
12 H -5.8062 -3.7480 -0.4692  C4 1.171
13 H -5.1182 -3.2161 -2.1944  C4 1.177
14 H -7.3719 -1.6406 -0.4994  C5 1.177
15 H -7.2456 -2.1363 -2.3977  C5 1.172
16 H -5.9409 0.5855 -2.4065  C6 1.171
17 H -3.7341 0.0961 -1.4304  N7 1.049
18 N -1.1592 1.6980 -3.9023  C19 1.351, C23 1.351
19 C -2.3373 1.0640 -4.0911  N18 1.351, C20 1.386, H24 1.086
20 C -2.7346 0.5209 -5.3025  C19 1.386, C21 1.391, H25 1.084
21 C -1.8748 0.6371 -6.3895  C20 1.391, C22 1.391, H26 1.086
22 C -0.6552 1.2863 -6.2269  C21 1.391, C23 1.386, H27 1.084
23 C -0.3447 1.7936 -4.9755  N18 1.351, C22 1.386, H28 1.086
24 H -2.9748 1.0019 -3.2139  C19 1.086
25 H -3.6914 0.0199 -5.3962  C20 1.084
26 H -2.1524 0.2250 -7.3553  C21 1.086
27 H 0.0367 1.3938 -7.0545  C22 1.084
28 H 0.5969 2.3056 -4.7971  C23 1.086
29 N 2.6282 -2.3426 2.7953  C30 1.351, C34 1.351
30 C 3.7088 -2.9252 2.2312  N29 1.351, C31 1.386, H35 1.086
31 C 3.7571 -3.3446 0.9114  C30 1.386, C32 1.391, H36 1.084
32 C 2.6280 -3.1601 0.1204  C31 1.391, C33 1.391, H37 1.086
33 C 1.4989 -2.5646 0.6733  C32 1.391, C34 1.386, H38 1.084
34 C 1.5478 -2.1750 2.0022  N29 1.351, C33 1.386, H39 1.086
35 H 4.5633 -3.0502 2.8898  C30 1.086
36 H 4.6530 -3.8045 0.5101  C31 1.084
37 H 2.6279 -3.4773 -0.9184  C32 1.086
38 H 0.6030 -2.4072 0.0835  C33 1.084
39 H 0.6933 -1.7026 2.4785  C34 1.086
40 N 0.3995 0.5463 2.6386  C41 1.351, C45 1.351
41 C 0.9076 1.5335 3.4084  N40 1.351, C42 1.386, H46 1.086
42 C 0.7846 2.8818 3.1130  C41 1.386, C43 1.391, H47 1.084
43 C 0.1025 3.2425 1.9558  C42 1.391, C44 1.391, H48 1.086
44 C -0.4305 2.2485 1.1415  C43 1.391, C45 1.386, H49 1.084
45 C -0.2591 0.9274 1.5225  N40 1.351, C44 1.386, H50 1.086
46 H 1.4338 1.2013 4.2985  C41 1.086
47 H 1.2107 3.6324 3.7690  C42 1.084
48 H -0.0130 4.2894 1.6906  C43 1.086
49 H -0.9670 2.4968 0.2328  C44 1.084
50 H -0.6598 0.1154 0.9222  C45 1.086
51 N 6.6823 1.3265 4.4269  C52 1.351, C56 1.351
52 C 5.4753 0.9774 3.9302  N51 1.351, C53 1.386, H57 1.086
53 C 4.5384 1.8888 3.4702  C52 1.386, C54 1.391, H58 1.084
54 C 4.8545 3.2422 3.5253  C53 1.391, C55 1.391, H59 1.086
55 C 6.0890 3.6331 4.0334  C54 1.391, C56 1.386, H60 1.084
56 C 6.9615 2.6475 4.4661  N51 1.351, C55 1.386, H61 1.086
57 H 5.2743 -0.0898 3.9111  C52 1.086
58 H 3.5853 1.5517 3.0789  C53 1.084
59 H 4.1449 3.9861 3.1751  C54 1.086
60 H 6.3653 4.6799 4.0902  C55 1.084
61 H 7.9385 2.9018 4.8674  C56 1.086

Charges obtained by Löwdin population analysis, quoted in units of e: N -0.324; P 0.764; C -0.335; C -0.159; C -0.089; C 0.099; N 0.020; H 0.009; H 0.015; H 0.038; H 0.163; H 0.146; H 0.112; H 0.153; H 0.140; H 0.178; H 0.145; N 0.058; C -0.185; C -0.090; C -0.066; C -0.054; C -0.130; H 0.061; H 0.095; H 0.113; H 0.112; H 0.112; N 0.059; C -0.157; C -0.083; C -0.087; C -0.088; C -0.164; H 0.100; H 0.100; H 0.099; H 0.035; H 0.073; N 0.058; C -0.146; C -0.073; C -0.075; C -0.081; C -0.149; H 0.111; H 0.106; H 0.107; H 0.093; H 0.063; N 0.055; C -0.143; C -0.078; C -0.084; C -0.080; C -0.151; H 0.098; H 0.079; H 0.098; H 0.100; H 0.102


ORCA calculation (ωB97M-V/def2-TZVPD) on a cluster of 2 separate species, C5H8N2O in total at a distorted geometry.

Output
Strongest force on any atom = 0.023 Eh/bohr
Energy relative to the best compared isomer or geometry (same formula, charge and spin) = 36.1 kcal/mol
Net charge = 0
Structure (SMILES) = [H]/N=C(\C)C#N.CC=O
Gap between HOMO and LUMO = 10.6 eV
LUMO energy = 0.466 eV
Total energy = -380.03068 Ha
HOMO = -0.371 hartree

Last columns: bonded neighbours and bond lengths (Å).
Geometry (Å):
1 H 1.9410 1.2185 -1.6950  N2 1.018
2 N 1.5124 0.3120 -1.5168  H1 1.018, C3 1.261
3 C 1.5745 -0.0727 -0.3171  N2 1.261, C4 1.498, C5 1.432
4 C 2.1772 0.6284 0.8619  C3 1.498, H7 1.089, H8 1.089, H9 1.090
5 C 0.9810 -1.3368 -0.0020  C3 1.432, N6 1.145
6 N 0.5122 -2.3420 0.2808  C5 1.145
7 H 2.7717 1.4815 0.5396  C4 1.089
8 H 2.7929 -0.0559 1.4433  C4 1.089
9 H 1.3628 0.9775 1.4973  C4 1.090
10 C -2.4810 -0.7069 -0.2289  C11 1.489, H13 1.087, H14 1.089, H15 1.089
11 C -1.8881 0.6456 -0.0357  C10 1.489, O12 1.201, H16 1.108
12 O -0.9667 0.9130 0.6861  C11 1.201
13 H -1.9655 -1.4503 0.3729  C10 1.087
14 H -3.5377 -0.6758 0.0313  C10 1.089
15 H -2.4085 -0.9742 -1.2818  C10 1.089
16 H -2.3783 1.4381 -0.6357  C11 1.108

Charges obtained by Löwdin population analysis, quoted in units of e: H 0.068; N 0.169; C -0.460; C -0.032; C -0.187; N 0.187; H 0.083; H 0.087; H 0.077; C -0.055; C -0.312; O 0.028; H 0.059; H 0.081; H 0.087; H 0.118